1.
ORCA calculation (ωB97M-V with the def2-TZVPD basis set) on a structure of composition C35H34BrCaI2N5O10.

CARTESIAN COORDINATES (ANGSTROEM)
1 Ca -0.22 -1.13 1.48
2 I 5.84 2.09 5.49
3 C 4.14 1.09 4.68
4 C 3.38 0.28 5.50
5 C 2.32 -0.37 4.93
6 I 1.07 -1.61 6.11
7 C 1.96 -0.32 3.56
8 O 1.03 -1.03 3.11
9 C 2.75 0.60 2.78
10 C 2.39 0.80 1.33
11 N 0.95 0.97 1.15
12 C 0.43 2.15 1.82
13 C -0.93 1.90 2.39
14 C -1.80 2.97 2.65
15 C -2.99 2.71 3.30
16 C -3.30 1.40 3.65
17 C -2.39 0.41 3.31
18 N -1.25 0.66 2.70
19 C 3.81 1.27 3.34
20 H 3.62 0.17 6.55
21 H 2.94 1.66 0.93
22 H 2.69 -0.10 0.77
23 H 0.77 1.12 0.15
24 H 1.08 2.42 2.66
25 H 0.41 3.01 1.13
26 H -1.54 3.97 2.34
27 H -3.68 3.52 3.53
28 H -4.22 1.17 4.17
29 H -2.58 -0.64 3.52
30 H 4.40 1.95 2.74
31 O -0.64 -4.53 -0.20
32 C -0.48 -3.73 0.74
33 O 0.52 -3.02 0.96
34 C -1.65 -3.51 1.75
35 O -2.36 -4.46 2.07
36 O -1.78 -2.32 2.13
37 C -3.11 -2.76 -0.79
38 O -1.92 -2.02 -0.88
39 C -1.10 -2.26 -1.93
40 C -1.44 -2.99 -3.06
41 C -0.51 -3.10 -4.08
42 Br -1.01 -4.05 -5.65
43 C 0.74 -2.54 -4.02
44 C 1.12 -1.84 -2.86
45 C 0.18 -1.68 -1.82
46 O 0.45 -1.00 -0.72
47 C 2.44 -1.31 -2.70
48 N 2.92 -0.78 -1.59
49 C 4.22 -0.45 -1.84
50 C 5.19 0.09 -1.00
51 C 6.45 0.29 -1.54
52 C 6.76 -0.03 -2.86
53 C 5.81 -0.58 -3.70
54 C 4.55 -0.79 -3.18
55 N 3.40 -1.33 -3.70
56 H -2.89 -3.84 -0.82
57 H -3.81 -2.50 -1.60
58 H -3.54 -2.51 0.17
59 H -2.40 -3.47 -3.14
60 H 1.42 -2.67 -4.85
61 H 1.37 -0.67 -0.79
62 H 4.98 0.32 0.02
63 H 7.23 0.70 -0.91
64 H 7.76 0.15 -3.23
65 H 6.05 -0.85 -4.72
66 H 3.27 -1.66 -4.63
67 C -5.45 0.31 0.82
68 N -4.83 0.64 -0.44
69 C -5.68 1.15 -1.49
70 C -3.46 0.60 -0.51
71 C -2.85 1.00 -1.83
72 O -2.80 0.28 0.46
73 H -6.21 -0.46 0.68
74 H -5.92 1.20 1.27
75 H -4.67 -0.06 1.47
76 H -6.70 0.84 -1.29
77 H -5.38 0.75 -2.46
78 H -5.65 2.24 -1.54
79 H -3.20 1.98 -2.13
80 H -3.11 0.27 -2.60
81 H -1.76 1.02 -1.70
82 C -0.59 3.55 -2.70
83 C 0.29 2.86 -1.60
84 O 0.96 3.61 -0.89
85 O 0.19 1.62 -1.52
86 H -0.07 4.41 -3.12
87 H -1.50 3.90 -2.22
88 H -0.85 2.85 -3.50

**Kohn-Sham gap**: 6.03 eV
**Net charge**: -2
**Multiplicity**: 1
**LUMO level**: 3.55 eV
**Energy relative to the best compared isomer or geometry (same formula, charge and spin)**: 29.6 kcal/mol

Atom charges from the Löwdin analysis, given in e for atoms 1 to 8: 1.4136 0.6962 -0.7331 -0.2646 -0.6057 0.8198 -0.4738 -0.2759

=====

2.
ORCA calculation (ωB97M-V with the def2-TZVPD basis set) on a structure of composition C35H34BrCrN2O2.

CARTESIAN COORDINATES (ANGSTROEM)
1 Cr -0.14 0.50 1.20
2 Br 7.07 -2.13 1.36
3 C 5.36 -1.29 1.31
4 C 5.32 0.11 1.17
5 C 4.11 0.78 1.05
6 C 2.83 0.16 1.06
7 O 1.80 0.92 0.84
8 C 2.86 -1.29 1.32
9 C 1.70 -2.07 1.48
10 N 0.45 -1.60 1.47
11 C -0.66 -2.44 1.56
12 C -0.48 -3.79 1.79
13 C -1.63 -4.60 1.76
14 C -2.90 -4.13 1.45
15 C -3.13 -2.73 1.23
16 C -4.35 -2.13 0.85
17 C -4.36 -0.76 0.52
18 C -3.17 -0.02 0.59
19 N -2.03 -0.55 1.05
20 C -1.99 -1.88 1.34
21 C 4.13 -1.96 1.38
22 H 6.27 0.63 1.06
23 H 4.13 1.85 0.91
24 H 1.86 -3.14 1.68
25 H 0.52 -4.14 2.01
26 H -1.50 -5.67 2.00
27 H -3.71 -4.86 1.31
28 H -5.26 -2.71 0.78
29 H -5.27 -0.26 0.21
30 H -3.06 0.99 0.20
31 H 4.09 -3.05 1.52
32 C -1.00 4.14 0.66
33 C -0.79 3.20 1.79
34 C 0.46 3.07 2.40
35 C 0.68 2.19 3.47
36 C 1.98 2.12 4.18
37 C -0.38 1.37 3.84
38 C -1.69 1.53 3.37
39 C -2.82 0.80 4.02
40 C -1.87 2.49 2.36
41 H -0.28 4.98 0.70
42 H -2.01 4.55 0.69
43 H -0.85 3.60 -0.31
44 H 1.32 3.62 2.03
45 H 2.18 1.07 4.47
46 H 1.93 2.71 5.10
47 H 2.84 2.48 3.58
48 H -0.18 0.51 4.48
49 H -2.64 -0.31 4.01
50 H -3.77 1.00 3.54
51 H -2.92 1.13 5.06
52 H -2.86 2.60 1.93
53 C -0.18 -0.68 -7.40
54 C 0.01 -0.32 -5.96
55 C 0.49 0.92 -5.59
56 C 0.62 1.30 -4.26
57 C 1.26 2.60 -3.90
58 C 0.20 0.42 -3.21
59 C 0.31 0.84 -1.82
60 O -0.58 0.77 -0.91
61 C -0.29 -0.86 -3.59
62 C -0.56 -1.96 -2.57
63 C -0.40 -1.18 -4.94
64 H 0.35 0.05 -8.00
65 H -1.26 -0.69 -7.66
66 H 0.25 -1.70 -7.60
67 H 0.75 1.60 -6.39
68 H 1.67 3.11 -4.78
69 H 2.10 2.48 -3.17
70 H 0.54 3.24 -3.40
71 H 1.22 1.38 -1.52
72 H 0.28 -2.04 -1.87
73 H -0.66 -2.91 -3.13
74 H -1.47 -1.80 -1.96
75 H -0.82 -2.14 -5.18

**Kohn-Sham gap (alpha / beta)**: 4.97 / 6.58 eV
**Net charge**: +2
**Multiplicity**: 4
**LUMO level (alpha / beta)**: -8.20 / -6.63 eV

Atom charges from the Löwdin analysis, given in e for atoms 1 to 8: 1.0734 0.7840 -0.6620 -0.0822 -0.0008 -0.3016 -0.1578 -0.1159

=====

3.
ORCA calculation (ωB97M-V with the def2-TZVPD basis set) on a structure of composition C35H34ClN2ORu.

CARTESIAN COORDINATES (ANGSTROEM)
1 Ru -0.74 -1.11 0.71
2 Cl -5.53 1.93 -3.64
3 C -4.14 1.56 -2.70
4 C -2.96 1.27 -3.44
5 C -1.89 0.65 -2.87
6 C -1.85 0.47 -1.44
7 O -0.73 0.11 -0.90
8 C -2.89 1.07 -0.64
9 C -2.98 0.93 0.75
10 N -2.05 0.31 1.54
11 C -2.19 0.24 2.93
12 C -3.11 0.82 3.83
13 C -2.91 0.65 5.24
14 C -1.83 -0.14 5.72
15 C -0.91 -0.73 4.86
16 C 0.22 -1.43 5.30
17 C 1.18 -1.89 4.44
18 C 0.94 -1.74 3.10
19 N -0.24 -1.18 2.66
20 C -1.07 -0.51 3.49
21 C -4.06 1.60 -1.28
22 H -3.00 1.45 -4.51
23 H -1.04 0.28 -3.44
24 H -3.90 1.29 1.31
25 H -3.96 1.28 3.39
26 H -3.55 1.23 5.90
27 H -1.75 -0.44 6.75
28 H 0.36 -1.49 6.38
29 H 2.06 -2.38 4.79
30 H 1.63 -1.93 2.29
31 H -4.87 1.98 -0.63
32 C 5.43 4.91 1.46
33 C 4.82 4.41 0.19
34 C 5.36 3.33 -0.49
35 C 4.84 2.92 -1.77
36 C 5.76 2.22 -2.77
37 C 3.49 3.24 -1.98
38 C 2.82 4.18 -1.21
39 C 1.34 4.46 -1.42
40 C 3.54 4.82 -0.18
41 H 5.71 4.14 2.15
42 H 4.72 5.62 1.89
43 H 6.40 5.46 1.23
44 H 6.29 2.84 -0.19
45 H 6.72 2.17 -2.16
46 H 5.92 2.67 -3.76
47 H 5.40 1.21 -2.90
48 H 3.09 2.83 -2.91
49 H 1.08 4.48 -2.45
50 H 1.12 5.50 -1.04
51 H 0.75 3.72 -0.81
52 H 3.12 5.67 0.37
53 C -3.25 -4.33 -0.56
54 C -1.86 -3.73 -0.24
55 C -1.10 -4.62 0.76
56 C -1.93 -2.42 0.56
57 C -1.15 -3.58 -1.60
58 C 0.15 -4.02 -1.73
59 C 0.67 -3.95 -3.01
60 C -0.06 -3.58 -4.15
61 C -1.36 -3.16 -4.03
62 C -1.85 -3.10 -2.74
63 H -3.79 -4.42 0.35
64 H -3.08 -5.36 -0.89
65 H -3.85 -3.71 -1.28
66 H -1.47 -4.68 1.78
67 H -0.04 -4.40 0.81
68 H -1.22 -5.55 0.27
69 H -2.84 -2.54 1.18
70 H 0.81 -4.32 -0.91
71 H 1.65 -4.27 -3.07
72 H 0.43 -3.61 -5.14
73 H -1.92 -2.86 -4.94
74 H -2.89 -2.72 -2.58

**Kohn-Sham gap (alpha / beta)**: 4.77 / 6.05 eV
**Multiplicity**: 6
**LUMO level (alpha / beta)**: -0.49 / -1.50 eV
**Energy relative to the best compared isomer or geometry (same formula, charge and spin)**: 42.1 kcal/mol

Atom charges from the Löwdin analysis, given in e for atoms 1 to 8: 1.4637 0.6533 -0.6892 -0.1407 -0.0222 -0.3748 -0.2382 -0.1726

=====

4.
ORCA calculation (ωB97M-V with the def2-TZVPD basis set) on a structure of composition C35H34ClNOSi2Tc.

CARTESIAN COORDINATES (ANGSTROEM)
1 C -0.70 1.57 -1.29
2 C 0.48 1.60 -2.11
3 C 0.14 1.06 -3.40
4 H 1.45 1.98 -1.81
5 C -1.26 0.76 -3.39
6 C -1.77 1.04 -2.08
7 H -2.81 0.97 -1.78
8 H -0.80 1.98 -0.29
9 H 0.82 0.98 -4.24
10 H -1.87 0.44 -4.23
11 Tc -0.17 -0.48 -2.00
12 Si 2.10 -4.77 -0.68
13 C 3.84 -4.22 -1.04
14 C 4.65 -4.99 -1.89
15 H 4.33 -6.01 -2.15
16 C 5.82 -4.45 -2.43
17 H 6.42 -5.05 -3.13
18 C 6.22 -3.16 -2.09
19 H 7.12 -2.73 -2.53
20 C 5.46 -2.42 -1.18
21 H 5.77 -1.41 -0.89
22 C 4.31 -2.97 -0.61
23 H 3.75 -2.41 0.15
24 C 1.06 -3.65 -1.83
25 C 1.67 -2.77 -2.76
26 H 2.75 -2.81 -2.89
27 C 0.99 -1.57 -3.32
28 H 1.52 -0.96 -4.06
29 C -0.69 -1.82 -3.46
30 H -1.21 -1.42 -4.34
31 C -1.00 -3.22 -3.02
32 H -1.96 -3.64 -3.33
33 C -0.31 -3.79 -1.91
34 H -0.84 -4.41 -1.20
35 H 1.48 -0.40 -1.89
36 Si 0.42 -3.00 -4.33
37 C -0.56 -3.46 -5.94
38 C -0.11 -3.01 -7.18
39 H 0.65 -2.22 -7.23
40 C -0.59 -3.59 -8.36
41 H -0.19 -3.27 -9.33
42 C -1.59 -4.57 -8.30
43 H -1.95 -5.05 -9.21
44 C -2.15 -4.91 -7.06
45 H -2.98 -5.61 -7.00
46 C -1.63 -4.36 -5.89
47 H -2.05 -4.67 -4.93
48 C 2.09 -3.64 -5.17
49 C 3.08 -2.77 -5.61
50 H 2.91 -1.69 -5.67
51 C 4.33 -3.30 -5.98
52 H 5.11 -2.62 -6.34
53 C 4.56 -4.67 -5.89
54 H 5.54 -5.08 -6.13
55 C 3.54 -5.54 -5.48
56 H 3.71 -6.61 -5.43
57 C 2.29 -5.02 -5.12
58 H 1.48 -5.68 -4.80
59 H 1.98 -6.17 -0.77
60 Cl 1.61 -4.25 1.26
61 O -1.82 -1.56 -0.77
62 C -1.98 -1.31 0.64
63 C -0.62 -0.98 1.15
64 C -0.35 -1.02 2.52
65 C 0.93 -0.72 2.98
66 C 1.91 -0.45 2.02
67 C 1.58 -0.44 0.68
68 N 0.32 -0.70 0.23
69 H -2.64 -1.90 -1.18
70 H -2.67 -0.46 0.79
71 H -2.36 -2.22 1.11
72 H -1.19 -1.29 3.16
73 H 1.15 -0.70 4.04
74 H 2.93 -0.23 2.30
75 H 2.33 -0.21 -0.09

**Kohn-Sham gap (alpha / beta)**: 6.87 / 2.83 eV
**Net charge**: +2
**Multiplicity**: 4
**LUMO level (alpha / beta)**: -4.93 / -9.65 eV
**Energy relative to the best compared isomer or geometry (same formula, charge and spin)**: 126.2 kcal/mol

Atom charges from the Löwdin analysis, given in e for atoms 1 to 8: -0.1466 -0.1559 -0.1996 0.1240 -0.1729 -0.1521 0.1270 0.1307

=====

5.
ORCA calculation (ωB97M-V with the def2-TZVPD basis set) on a structure of composition C35H34N7ORuS3.

CARTESIAN COORDINATES (ANGSTROEM)
1 Ru -0.35 0.00 0.03
2 C 2.72 1.51 2.82
3 C 1.64 1.63 1.78
4 N 0.94 0.51 1.51
5 N 1.32 -0.61 2.10
6 C 0.49 -1.62 2.16
7 S -1.20 -1.41 1.69
8 S 1.10 -3.22 2.47
9 C 1.85 -3.00 4.16
10 C 0.73 -2.68 5.08
11 C -0.03 -3.71 5.63
12 C -1.15 -3.42 6.38
13 C -1.54 -2.10 6.57
14 C -0.79 -1.07 6.01
15 C 0.34 -1.36 5.27
16 C 1.40 2.90 1.17
17 C 2.35 3.93 1.40
18 C 2.17 5.23 0.98
19 C 1.03 5.58 0.26
20 C 0.12 4.59 -0.05
21 C 0.27 3.28 0.38
22 O -0.74 2.37 0.09
23 H 2.60 0.56 3.34
24 H 2.66 2.32 3.54
25 H 3.71 1.52 2.36
26 H 2.58 -2.20 4.07
27 H 2.33 -3.95 4.38
28 H 0.26 -4.74 5.46
29 H -1.74 -4.22 6.81
30 H -2.42 -1.87 7.15
31 H -1.10 -0.05 6.15
32 H 0.92 -0.56 4.84
33 H 3.25 3.70 1.93
34 H 2.91 5.97 1.21
35 H 0.86 6.60 -0.04
36 H -0.75 4.84 -0.64
37 S 2.00 1.99 -3.48
38 C 2.91 0.69 -2.73
39 C 4.12 0.15 -3.11
40 C 4.62 -0.93 -2.38
41 C 3.91 -1.45 -1.31
42 C 2.71 -0.91 -0.92
43 C 2.19 0.19 -1.63
44 N 1.01 0.79 -1.39
45 C 0.72 1.77 -2.28
46 C -0.51 2.46 -2.34
47 C -1.03 2.98 -3.54
48 C -2.32 3.46 -3.61
49 C -3.14 3.46 -2.48
50 C -2.62 3.05 -1.25
51 C -1.33 2.58 -1.17
52 H 4.66 0.56 -3.95
53 H 5.55 -1.38 -2.68
54 H 4.30 -2.29 -0.76
55 H 2.15 -1.33 -0.09
56 H -0.41 2.95 -4.42
57 H -2.71 3.82 -4.55
58 H -4.16 3.81 -2.54
59 H -3.20 3.13 -0.35
60 C -0.68 -2.24 -1.79
61 N -1.57 -1.07 -1.53
62 C -1.84 -0.42 -2.83
63 N -2.43 -1.33 -3.79
64 C -1.52 -2.45 -3.99
65 N -1.26 -3.16 -2.74
66 C -2.54 -3.64 -2.22
67 N -3.46 -2.54 -1.99
68 C -2.87 -1.62 -1.05
69 C -3.68 -1.84 -3.25
70 H -0.51 -2.77 -0.84
71 H 0.27 -1.88 -2.18
72 H -0.90 -0.04 -3.25
73 H -2.52 0.42 -2.68
74 H -0.57 -2.08 -4.39
75 H -1.96 -3.15 -4.70
76 H -2.37 -4.17 -1.28
77 H -2.98 -4.33 -2.95
78 H -2.71 -2.16 -0.11
79 H -3.56 -0.78 -0.87
80 H -4.37 -1.01 -3.09
81 H -4.12 -2.54 -3.97

**Kohn-Sham gap (alpha / beta)**: 5.56 / 5.04 eV
**Multiplicity**: 2
**LUMO level (alpha / beta)**: -0.74 / -0.81 eV
**Energy relative to the best compared isomer or geometry (same formula, charge and spin)**: 64.0 kcal/mol

Atom charges from the Löwdin analysis, given in e for atoms 1 to 8: 0.7840 -0.0380 -0.2275 -0.1356 -0.1333 -1.0862 0.5551 0.8722

=====

6.
ORCA calculation (ωB97M-V with the def2-TZVPD basis set) on a structure of composition C35H35AsNO2PdSSi.

CARTESIAN COORDINATES (ANGSTROEM)
1 Pd -0.86 -1.50 0.12
2 C -2.13 -0.49 4.34
3 C -1.58 -1.45 3.29
4 O -2.08 -1.40 2.15
5 C -0.52 -2.34 3.67
6 C -0.09 -2.47 5.01
7 C 0.95 -3.28 5.37
8 C 1.65 -3.99 4.38
9 C 1.27 -3.90 3.07
10 C 0.16 -3.10 2.65
11 O -0.19 -3.14 1.43
12 H -2.81 0.21 3.86
13 H -1.34 0.06 4.84
14 H -2.69 -1.06 5.09
15 H -0.63 -1.94 5.78
16 H 1.25 -3.38 6.40
17 H 2.48 -4.62 4.66
18 H 1.78 -4.46 2.30
19 S 0.43 -2.87 -1.45
20 C 1.88 -2.07 -2.00
21 C 2.63 -2.75 -2.97
22 C 3.76 -2.19 -3.51
23 C 4.19 -0.93 -3.10
24 C 3.46 -0.27 -2.13
25 C 2.32 -0.81 -1.56
26 As 1.37 0.19 -0.15
27 C 0.60 1.59 -1.28
28 C 0.10 2.73 -0.65
29 C -0.53 3.72 -1.38
30 C -0.65 3.60 -2.75
31 C -0.13 2.48 -3.39
32 C 0.49 1.49 -2.66
33 C 2.98 1.25 0.41
34 C 3.25 2.54 -0.03
35 C 4.39 3.21 0.40
36 C 5.28 2.59 1.26
37 C 5.01 1.31 1.71
38 C 3.86 0.65 1.30
39 H 2.30 -3.73 -3.27
40 H 4.33 -2.73 -4.26
41 H 5.08 -0.49 -3.51
42 H 3.80 0.71 -1.81
43 H 0.21 2.83 0.42
44 H -0.94 4.58 -0.88
45 H -1.13 4.38 -3.32
46 H -0.22 2.39 -4.47
47 H 0.88 0.62 -3.17
48 H 2.58 3.03 -0.72
49 H 4.59 4.21 0.03
50 H 6.18 3.10 1.57
51 H 5.71 0.82 2.38
52 H 3.65 -0.35 1.67
53 C -1.55 -1.03 -3.55
54 Si -2.79 -0.86 -2.10
55 C -3.38 -2.53 -1.36
56 C -4.33 -0.19 -3.05
57 N -2.05 0.00 -0.81
58 C -2.52 1.00 -0.03
59 C -3.65 1.76 -0.36
60 C -4.14 2.73 0.49
61 C -3.51 3.00 1.69
62 C -2.36 2.30 2.02
63 C -1.86 1.33 1.17
64 H -1.85 -1.84 -4.21
65 H -0.54 -1.24 -3.21
66 H -1.51 -0.12 -4.15
67 H -3.32 -3.34 -2.08
68 H -4.42 -2.46 -1.02
69 H -2.77 -2.81 -0.49
70 H -4.44 -0.76 -3.97
71 H -4.21 0.85 -3.34
72 H -5.24 -0.29 -2.48
73 H -4.15 1.57 -1.29
74 H -5.02 3.29 0.21
75 H -3.93 3.74 2.37
76 H -1.84 2.53 2.94
77 H -0.96 0.78 1.45

**Kohn-Sham gap (alpha / beta)**: 6.91 / 5.31 eV
**Net charge**: -1
**Multiplicity**: 3
**LUMO level (alpha / beta)**: 2.69 / 1.17 eV
**Energy relative to the best compared isomer or geometry (same formula, charge and spin)**: 20.1 kcal/mol

Atom charges from the Löwdin analysis, given in e for atoms 1 to 8: 0.6833 -0.0187 -0.3792 -0.0446 -0.1121 -0.0662 -0.1315 -0.1100

=====

E_tot? In order: -6227.65275 -5232.11249 -2093.66426 -2603.29709 -3102.05598 -4611.36775 Eh.
Max |F|? In order: 2.4 2.7 5.1 6.4 3.7 1.1 eV/A.